# 1
Density functional theory data (wB97M-V/def2-TZVPD) for C11H21ErF3IO4P2 as an isolated structure at a distorted geometry.

```
43
Properties=species:S:1:pos:R:3:forces:R:3:lowdin_spin:R:1
C -1.901680 -3.506176 -5.115607 0.79 0.36 -0.42 -0.001
C -2.224399 -3.104607 -3.711174 -4.59 -2.29 2.01 -0.001
H -2.668542 -4.209848 -5.500866 0.21 0.45 0.69 0.000
H -0.918467 -3.995667 -5.141675 -0.17 0.26 0.05 0.000
H -1.877149 -2.614777 -5.757429 0.12 -0.16 0.24 0.000
O -3.112165 -3.397295 -2.986798 3.68 1.57 -2.20 -0.002
I -0.633081 -1.478512 -2.531882 0.23 0.15 -0.04 -0.001
Er 0.668459 0.404925 -0.290256 0.32 -0.15 0.00 3.032
P -1.571550 2.092274 -0.493468 -0.25 2.07 -1.14 -0.006
C -2.838284 3.021739 0.450611 -0.11 -0.49 0.43 -0.001
C -0.531789 3.595176 -0.861450 0.01 -0.49 0.01 0.000
H -1.269275 4.332439 -1.221155 0.65 -0.08 0.02 0.000
H -2.789086 3.033356 -2.288406 0.06 -0.55 -0.22 0.000
H 0.230244 3.389809 -1.630011 -0.23 0.25 0.10 0.000
H -1.865479 1.570806 -2.883112 -0.09 0.30 0.05 0.000
H -2.422766 3.448435 1.361752 0.02 0.03 0.00 0.000
H -0.033535 3.952587 0.047656 -0.11 0.00 -0.21 0.000
C -2.479743 1.994364 -2.082744 0.03 -0.29 0.04 -0.001
H -3.166261 3.828548 -0.224644 0.10 -0.31 0.32 0.000
H -3.358531 1.350594 -1.973709 0.07 0.16 0.01 0.000
H -3.692098 2.397940 0.717611 0.02 0.04 -0.03 0.000
P 1.205248 -1.855942 1.249087 2.07 -0.87 0.31 -0.005
C 1.050221 -2.490566 2.940585 -0.69 0.02 0.34 -0.002
C 1.248311 -3.437681 0.338375 -0.24 0.02 -0.12 0.000
H 3.489148 -1.273797 0.437371 0.18 -0.20 0.21 0.000
H 3.410215 -2.609730 1.664317 0.27 0.48 -0.19 0.000
H 3.284529 -0.882069 2.174848 -0.04 -0.19 -0.17 0.000
C 3.054186 -1.607047 1.387966 -0.55 0.25 -0.37 0.001
H 1.444078 -3.289799 -0.728626 0.19 -0.14 0.24 0.000
H 2.044637 -4.012885 0.839820 -0.39 -0.03 -0.49 0.000
H 1.850048 -3.247581 3.045804 -0.46 0.37 0.01 0.000
H 0.075167 -2.956458 3.112871 0.16 0.04 0.05 0.000
H 0.289384 -3.954476 0.428926 0.12 -0.01 0.04 0.000
H 1.197371 -1.679205 3.653553 0.01 -0.09 0.01 0.000
C -0.902138 0.116105 1.391658 -3.09 0.69 5.19 -0.005
O -1.525011 0.236103 2.366953 2.37 -0.76 -4.06 0.000
F 2.881406 3.122180 4.119308 -0.76 -0.96 -1.91 0.000
C 2.752115 2.897094 2.778740 1.40 1.81 0.76 0.000
F 2.204941 4.031140 2.240207 0.23 -1.24 0.36 0.000
F 4.021775 2.785895 2.291237 -1.15 -0.10 0.21 0.000
C 1.959210 1.639530 2.309064 0.00 -0.84 1.27 0.000
O 1.547721 0.780611 3.076262 0.38 1.25 -1.05 -0.001
O 1.872616 1.582468 0.998431 -0.78 -0.34 -0.33 -0.008
```
Positions in Å, forces in eV/Å.

The LUMO energy (alpha / beta) comes out at -0.2963 / -0.2950 hartree. For the total energy, the calculation gives -3027.2570 Ha. The calculation puts the HOMO-LUMO gap (alpha / beta) at 8.11 / 8.15 eV. Its highest occupied orbital energy (alpha / beta) is -16.17 / -16.18 eV. As for the net charge: +2. Its strongest force on any atom is 6.1 eV/Å. As for the expectation value of S²: 3.75. As for the spin multiplicity: 4.



# 2
Density functional theory data (wB97M-V/def2-TZVPD) for C11H21F3IMnO4P2 as an isolated structure at a distorted geometry.

```
43
Properties=species:S:1:pos:R:3:forces:R:3:lowdin_spin:R:1
C -0.016973 -0.573327 -3.052282 -0.02 -1.34 -1.66 0.085
C 0.020667 0.513506 -2.056627 -0.18 4.41 -1.92 0.179
H -0.004226 -0.116656 -4.071324 0.02 -0.26 0.74 0.007
H -0.932225 -1.197104 -2.965927 0.53 0.46 0.19 -0.002
H 0.860595 -1.248201 -2.965669 -0.47 0.43 0.14 0.000
O 0.040792 1.709698 -2.293483 -0.10 -3.69 0.70 0.476
I 0.177817 -0.844991 3.063017 -0.10 -0.43 -0.61 0.771
Mn 0.095397 -0.030353 -0.165796 -2.24 0.46 2.90 2.425
P 2.360535 -0.176604 0.069963 2.71 0.10 0.67 -0.015
C 3.168287 1.356048 0.639110 -0.25 0.30 -0.05 0.005
C 2.982181 -1.440809 1.246745 -0.37 -0.24 0.04 0.014
H 4.018139 -1.714034 0.995175 -0.32 0.17 0.00 0.000
H 4.287342 -0.608748 -1.341165 -0.38 0.02 -0.05 -0.001
H 2.338848 -2.330702 1.185721 0.36 0.12 0.07 0.004
H 2.837200 -1.540895 -1.853483 0.30 0.22 0.04 0.000
H 2.792305 1.627548 1.634021 0.21 -0.18 -0.33 0.000
H 2.926383 -1.043733 2.274209 0.15 -0.14 -0.54 0.009
C 3.196999 -0.567108 -1.487012 -0.19 -0.16 -0.41 -0.002
H 4.263097 1.229079 0.684766 -0.44 -0.09 -0.10 0.000
H 2.952867 0.204115 -2.231952 0.22 -0.19 0.12 0.000
H 2.921354 2.176808 -0.050108 0.22 -0.15 0.16 0.000
P -2.502384 -0.044903 0.018688 1.46 0.77 2.08 -0.107
C -3.147300 1.530508 0.601758 -0.89 0.58 -0.79 -0.004
C -3.237070 -0.390340 -1.504732 -0.73 -0.56 -1.09 -0.019
H -2.468662 -2.191914 1.191198 -0.33 0.30 0.02 -0.001
H -4.102546 -1.482229 1.009743 0.25 0.02 0.18 -0.004
H -2.982915 -0.871629 2.289686 0.00 0.05 -0.65 0.001
C -3.052136 -1.257865 1.256158 0.14 -0.55 -0.05 -0.016
H -2.917710 -1.380820 -1.840755 -0.29 0.05 -0.13 0.000
H -4.314515 -0.372824 -1.331187 -0.11 -0.08 -0.48 -0.005
H -4.221664 1.484683 0.657046 -0.73 -0.02 -0.70 -0.002
H -2.798543 2.324030 -0.053515 -0.34 0.18 -0.33 0.000
H -2.940478 0.370349 -2.228812 -0.25 -0.04 -0.08 0.000
H -2.868617 1.827688 1.594355 -0.36 -0.30 0.11 0.002
C 0.160043 1.863302 0.302791 -1.21 3.99 2.75 -0.041
O 0.073677 2.964782 0.679486 1.45 -3.10 -2.96 -0.005
F 0.326752 2.097907 4.677960 0.10 0.02 -0.36 0.002
C 0.182369 2.595991 3.440032 -0.29 0.73 1.86 0.003
F -0.186550 3.882441 3.577583 0.34 -0.98 -0.68 0.000
F 1.406402 2.550317 2.872049 -0.86 -0.17 -0.22 0.000
C -1.011489 1.785075 2.833291 -6.53 0.27 1.24 0.030
O -2.143264 1.837794 3.457950 5.40 0.18 -1.50 -0.008
O -1.132477 1.163920 1.653831 4.14 -1.18 1.69 0.219
```
Positions in Å, forces in eV/Å.

The LUMO energy (alpha / beta) comes out at -0.3557 / -0.3980 hartree. For the total energy, the calculation gives -3162.8693 Ha. The calculation puts the HOMO-LUMO gap (alpha / beta) at 6.40 / 5.28 eV. Its highest occupied orbital energy (alpha / beta) is -16.08 / -16.11 eV. As for the net charge: +2. Its strongest force on any atom is 6.6 eV/Å. As for the expectation value of S²: 6.17. As for the spin multiplicity: 5. As for the relative energy (zero: lowest compared OMol25 entry of this formula, charge and spin): 577.65 kJ/mol.



# 3
Density functional theory data (wB97M-V/def2-TZVPD) for C11H21F6I2LuO2P2 as an isolated structure at a distorted geometry.

```
45
Properties=species:S:1:pos:R:3:forces:R:3:nbo_charge:R:1
I -1.771718 -1.853440 -2.666339 -0.75 -0.84 -0.84 -0.176
I -1.623058 -5.112861 -1.730442 0.08 -0.01 0.08 0.531
Lu -0.686944 0.261514 -1.193647 1.14 1.38 0.18 1.613
P 1.793959 -0.977092 -2.032079 0.56 -0.26 0.08 0.846
C 1.923495 -2.546165 -2.965328 -0.33 0.19 -0.34 -0.933
C 2.828276 0.210440 -2.971260 -0.47 0.24 -0.10 -0.929
H 3.822075 -0.217767 -3.151529 -0.31 0.02 -0.15 0.264
H 3.883707 -1.026498 -0.810877 -0.27 -0.36 0.01 0.269
H 2.960846 1.148199 -2.414402 -0.14 -0.29 -0.01 0.262
H 2.519367 -0.970845 0.295736 0.17 -0.17 -0.19 0.258
H 1.227056 -2.562047 -3.810229 0.34 0.01 -0.05 0.248
H 2.295709 0.448799 -3.903890 0.46 -0.07 0.09 0.253
C 2.873724 -1.427331 -0.633410 0.01 0.42 0.59 -0.951
H 2.966782 -2.627351 -3.302409 -0.35 -0.18 0.00 0.266
H 2.890038 -2.515417 -0.509838 0.14 0.27 -0.02 0.254
H 1.671748 -3.399245 -2.321079 0.15 0.28 -0.05 0.237
P -2.903416 -0.236975 0.509013 -1.04 0.11 1.22 0.781
C -4.060989 -1.651103 0.354227 0.09 -0.12 -0.66 -0.914
C -2.498784 -0.548101 2.260631 0.55 0.27 0.18 -0.933
H -3.611990 2.067994 1.079940 -0.01 -0.37 -0.08 0.271
H -4.935137 0.864996 1.233908 0.19 0.16 -0.30 0.263
H -4.366521 1.446484 -0.401105 -0.27 -0.04 0.46 0.248
C -4.073942 1.178436 0.627254 0.33 0.18 -0.52 -0.922
H -1.686743 0.092262 2.606232 -0.20 -0.06 0.06 0.271
H -3.390787 -0.351407 2.870900 0.20 -0.17 -0.19 0.266
H -4.876452 -1.483218 1.076656 0.27 -0.13 -0.37 0.264
H -3.556424 -2.596869 0.591602 -0.02 0.28 0.04 0.240
H -2.183934 -1.590935 2.368997 -0.12 0.16 0.11 0.242
H -4.435027 -1.740251 -0.669928 -0.25 0.06 0.23 0.249
C -0.191073 -1.472827 0.215544 1.39 -4.72 2.92 0.483
O 0.083345 -2.419747 0.824393 -1.10 3.59 -2.24 -0.455
C 2.368607 2.832384 0.617735 0.40 0.35 -0.07 -0.649
C 1.139705 2.037293 0.941951 -0.65 -0.47 0.70 0.129
O 0.684926 1.249278 -0.108403 -0.47 0.10 0.05 -0.936
C 1.484157 1.095082 2.157232 0.65 0.06 1.22 0.967
F 1.645425 1.833634 3.290374 -0.30 -0.82 -1.20 -0.300
F 0.542023 0.136646 2.409021 0.58 0.79 -0.38 -0.329
F 2.655379 0.404718 1.960732 -1.23 0.84 -0.01 -0.321
C -0.043992 3.008669 1.341592 -0.50 0.86 0.38 0.963
F 0.307833 4.070442 2.099453 -0.12 -1.31 -0.77 -0.286
F -0.629360 3.520593 0.205985 0.53 -0.68 0.79 -0.323
F -1.035731 2.340383 2.012767 0.67 0.36 -0.62 -0.332
H 3.197241 2.149960 0.400868 -0.17 0.24 -0.05 0.242
H 2.632177 3.450804 1.483733 0.08 -0.08 -0.29 0.266
H 2.164424 3.478481 -0.240277 0.11 -0.06 0.12 0.243
```
Positions in Å, forces in eV/Å.

The LUMO energy (alpha / beta) comes out at -0.4160 / -0.4204 hartree. For the total energy, the calculation gives -3694.5080 Ha. The calculation puts the HOMO-LUMO gap (alpha / beta) at 4.28 / 4.15 eV. Its highest occupied orbital energy (alpha / beta) is -15.60 / -15.59 eV. As for the net charge: +2. Its strongest force on any atom is 5.7 eV/Å. As for the relative energy (zero: lowest compared OMol25 entry of this formula, charge and spin): 44.49 kJ/mol.



- Among the records above, which one has the highest strongest force on any atom?
  C11H21F3IMnO4P2